Entry 1:
C3H4O3 | ωB97M-V/def2-TZVPD

Results
Energy relative to the best compared isomer or geometry (same formula, charge and spin): 33.4 kcal per mole
F_max: 8.18 eV/A
Spin multiplicity: 3
Orbital gap (alpha / beta): 6.059 / 8.760 eV
HOMO energy (alpha / beta): -5.232 / -11.990 eV
Calculated total energy: -342.22521 hartree

Last column: Löwdin charge in e.
Geometry (Å):
C (2.44532, -0.62900, -0.08725)  0.095
C (-0.25128, -0.14864, 0.24384)  -0.631
C (-1.50234, 0.65592, -0.02870)  0.005
O (3.31563, 0.11904, -0.23081)  0.106
O (0.73969, 0.44539, 0.64674)  0.121
O (-0.17438, -1.43106, -0.18401)  0.061
H (-1.41232, 1.51875, 0.53231)  0.047
H (-2.41384, 0.33476, 0.35006)  0.053
H (-1.46291, 0.79856, -1.21718)  0.137
H (0.71645, -1.66371, -0.02500)  0.005

Entry 2:
C4H5NO2S | ωB97M-V/def2-TZVPD

Results
Energy relative to the best compared isomer or geometry (same formula, charge and spin): 169.0 kcal per mole
Structure (SMILES): C=C/C(=N/O)SC=O
F_max: 6.60 eV/A
Orbital gap: 9.119 eV
HOMO energy: -9.519 eV
Calculated total energy: -758.61085 hartree

Last column: Löwdin charge in e.
Geometry (Å):
C (0.23339, 2.47249, -0.13683)  0.022
C (0.21893, 1.35099, -1.04321)  -0.162
C (0.21715, 0.01554, -0.22621)  -0.542
N (1.15204, -0.10971, 0.71232)  -0.020
O (1.51664, -1.38146, 1.21363)  -0.143
S (-0.60138, -1.17059, -1.34989)  1.014
C (-1.14881, -2.04520, -0.01715)  -0.566
O (-1.21793, -1.50944, 1.20722)  -0.188
H (0.50457, 3.43535, -0.75945)  0.082
H (0.21997, 2.41006, 0.95787)  0.056
H (0.07701, 1.29522, -2.14083)  0.080
H (0.50108, -1.54944, 1.80361)  0.206
H (-1.67266, -3.21381, -0.22109)  0.161

Entry 3:
C24H69CrCuN3O13P | ωB97M-V/def2-TZVPD

Results
F_max: 1.61 eV/A
Spin multiplicity: 5
Orbital gap (alpha / beta): 7.112 / 7.170 eV
HOMO energy (alpha / beta): -8.588 / -8.592 eV
Calculated total energy: -5124.52785 hartree

Last column: Löwdin charge in e.
Geometry (Å):
Cr (1.68706, -1.76401, -1.04978)  1.037
Cu (0.07854, 0.84841, 2.37595)  0.541
P (0.12755, -0.14601, -0.25716)  0.118
O (-0.33159, -1.22328, -1.26911)  -0.372
O (1.46134, 0.30055, -0.93943)  -0.384
O (0.72564, -1.12504, 0.78348)  -0.405
O (-0.87956, 0.79373, 0.38321)  -0.306
C (-2.15384, -5.34206, -2.44654)  -0.079
C (-2.37584, -3.99372, -1.77882)  -0.305
O (-1.25920, -3.67646, -0.95133)  -0.136
H (-3.03335, -5.68574, -2.99278)  0.073
H (-2.04192, -6.07322, -1.64099)  0.073
H (-1.28351, -5.32611, -3.09820)  0.071
H (-3.31420, -3.96301, -1.21657)  0.106
H (-2.43973, -3.21735, -2.54874)  0.106
H (-1.09206, -2.71701, -1.04642)  0.011
C (-4.88810, -1.85429, 0.90391)  -0.076
C (-3.81699, -1.06612, 0.15331)  -0.302
O (-3.21923, -0.20801, 1.11852)  -0.114
H (-4.40235, -2.38661, 1.72122)  0.052
H (-5.39580, -2.60842, 0.29456)  0.070
H (-5.70369, -1.23565, 1.27781)  0.075
H (-4.28191, -0.53975, -0.68646)  0.108
H (-2.99580, -1.71163, -0.17382)  0.092
H (-2.38760, 0.19002, 0.75889)  0.010
C (1.80238, 3.80486, -4.42166)  -0.062
C (1.73726, 2.47964, -3.67967)  -0.305
O (1.80404, 2.67504, -2.26169)  -0.130
H (1.99329, 3.58590, -5.46994)  0.077
H (2.65454, 4.35312, -4.01399)  0.079
H (0.91398, 4.39961, -4.23079)  0.049
H (2.46737, 1.72456, -3.98764)  0.096
H (0.76648, 1.99099, -3.83888)  0.100
H (1.74027, 1.80387, -1.82258)  0.014
C (4.60493, 0.07428, -2.07809)  -0.048
C (4.69010, -1.44584, -1.93071)  -0.212
O (3.80872, -1.82828, -0.82027)  -0.161
H (4.63017, 0.63027, -1.14316)  0.081
H (3.73224, 0.39176, -2.64927)  0.056
H (5.45666, 0.40433, -2.68075)  0.091
H (5.70587, -1.77044, -1.70877)  0.124
H (4.33032, -1.96029, -2.82355)  0.119
H (4.40096, -2.35958, -0.27526)  0.113
C (-3.69773, 0.85770, -3.80942)  -0.070
C (-2.30907, 0.60640, -3.22714)  -0.333
O (-1.92476, -0.75069, -3.41139)  -0.106
H (-4.43148, 0.16476, -3.40148)  0.070
H (-3.65647, 0.66086, -4.88359)  0.075
H (-3.96800, 1.90337, -3.66145)  0.067
H (-2.33544, 0.78507, -2.14414)  0.095
H (-1.55828, 1.25448, -3.69710)  0.088
H (-1.33357, -0.94519, -2.65413)  0.015
C (2.83923, -1.66334, 5.11648)  -0.079
C (2.44626, -1.93942, 3.66836)  -0.310
O (1.71109, -0.84400, 3.15784)  -0.134
H (3.31590, -0.69942, 5.30963)  0.069
H (3.50738, -2.40693, 5.55449)  0.074
H (1.94409, -1.65026, 5.74402)  0.072
H (1.80529, -2.82587, 3.62335)  0.097
H (3.35559, -2.20451, 3.10948)  0.106
H (1.39864, -1.13556, 2.27158)  0.012
C (-3.07579, 3.67499, -0.42688)  -0.046
C (-1.89507, 3.82890, -1.36859)  -0.431
C (-1.82968, 5.16969, -2.06909)  -0.192
O (-2.65035, 5.24921, -3.21451)  -0.178
C (-2.19456, 4.66614, -4.39960)  -0.114
N (-0.68813, 3.55458, -0.58084)  0.052
H (-3.14315, 2.66449, -0.01015)  0.065
H (-4.06107, 3.73204, -0.90038)  0.083
H (-3.01954, 4.38516, 0.39844)  0.083
H (-1.94505, 3.08663, -2.18043)  0.105
H (-0.80775, 5.47661, -2.32319)  0.121
H (-2.17712, 5.92824, -1.36295)  0.127
H (-1.24665, 5.14159, -4.68427)  0.077
H (-2.94645, 4.75621, -5.17866)  0.091
H (-1.95638, 3.59594, -4.31746)  0.066
H (0.07232, 3.37519, -1.23695)  0.042
H (-0.82178, 2.64580, -0.13946)  0.018
C (-2.25239, -4.88146, 2.61044)  -0.040
C (-1.57736, -3.51275, 2.75718)  -0.421
C (-1.08320, -3.23536, 4.17020)  -0.212
O (-2.11247, -3.31208, 5.12766)  -0.181
C (-2.93597, -2.17622, 5.21422)  -0.107
N (-0.46948, -3.45559, 1.77756)  0.058
H (-3.11959, -4.90068, 3.27401)  0.075
H (-1.56927, -5.68481, 2.87891)  0.082
H (-2.62911, -4.97049, 1.59130)  0.069
H (-2.27769, -2.71529, 2.47985)  0.116
H (-0.62705, -2.23562, 4.23653)  0.108
H (-0.27646, -3.92186, 4.44112)  0.125
H (-2.35646, -1.25051, 5.10281)  0.084
H (-3.37178, -2.16169, 6.21144)  0.087
H (-3.71754, -2.13014, 4.45094)  0.082
H (-0.95528, -3.66359, 0.90098)  0.027
H (-0.20933, -2.49894, 1.53795)  0.016
C (3.31582, 3.62387, 2.51441)  -0.050
C (3.14188, 2.51937, 1.48008)  -0.379
C (3.79776, 1.20215, 1.91675)  -0.202
O (5.18887, 1.34003, 1.78418)  -0.178
C (5.89769, 0.13076, 1.91116)  -0.093
N (1.68734, 2.37118, 1.22392)  0.060
H (2.94536, 3.40328, 3.51371)  0.081
H (2.74608, 4.50138, 2.19777)  0.078
H (4.37039, 3.90588, 2.48220)  0.081
H (3.53874, 2.82027, 0.50544)  0.145
H (3.39806, 0.40954, 1.26504)  0.112
H (3.55698, 0.89925, 2.94120)  0.122
H (5.60129, -0.38609, 2.83178)  0.088
H (6.95791, 0.35529, 1.98815)  0.092
H (5.66176, -0.50092, 1.04730)  0.069
H (1.61548, 1.65492, 0.50381)  0.008
H (1.37309, 3.13508, 0.62150)  0.072

Which of these has the lowest F_max? C24H69CrCuN3O13P

Repeat the first record exactly.
C3H4O3 | ωB97M-V/def2-TZVPD

Results
Energy relative to the best compared isomer or geometry (same formula, charge and spin): 33.4 kcal per mole
F_max: 8.18 eV/A
Spin multiplicity: 3
Orbital gap (alpha / beta): 6.059 / 8.760 eV
HOMO energy (alpha / beta): -5.232 / -11.990 eV
Calculated total energy: -342.22521 hartree

Last column: Löwdin charge in e.
Geometry (Å):
C (2.44532, -0.62900, -0.08725)  0.095
C (-0.25128, -0.14864, 0.24384)  -0.631
C (-1.50234, 0.65592, -0.02870)  0.005
O (3.31563, 0.11904, -0.23081)  0.106
O (0.73969, 0.44539, 0.64674)  0.121
O (-0.17438, -1.43106, -0.18401)  0.061
H (-1.41232, 1.51875, 0.53231)  0.047
H (-2.41384, 0.33476, 0.35006)  0.053
H (-1.46291, 0.79856, -1.21718)  0.137
H (0.71645, -1.66371, -0.02500)  0.005